1.
Formula: C30H33BeCaF11NO10S
Source: the OMol25 dataset
Level of theory: ωB97M-V/def2-TZVPD

Calculated values
E_LUMO = -7.9 eV
HOMO-LUMO gap = 0.0415 Eh
Total charge = +1
F_max = 0.0506 Eh/bohr

Atoms and positions in Å:
1 C 4.256 -4.164 4.382
2 C 4.286 -3.475 2.993
3 C 4.109 -4.529 1.863
4 C 3.296 -2.332 2.796
5 C 1.991 -2.495 3.547
6 O 0.860 -1.891 2.857
7 S 0.251 -0.740 3.869
8 O 0.163 0.453 3.123
9 O -1.361 -1.249 4.187
10 C -2.035 -1.680 3.130
11 F -1.727 -1.068 2.018
12 F -1.813 -3.022 2.873
13 C -3.571 -1.397 3.429
14 F -3.830 -0.237 2.832
15 F -3.717 -1.201 4.702
16 C -4.517 -2.445 2.841
17 F -5.744 -1.935 2.925
18 F -4.262 -2.540 1.556
19 C -4.571 -3.823 3.574
20 F -5.748 -4.110 3.992
21 F -3.727 -3.910 4.555
22 F -4.248 -4.755 2.691
23 H 4.005 -5.216 4.264
24 H 3.551 -3.742 5.099
25 H 5.238 -4.074 4.837
26 H 5.287 -3.088 2.854
27 H 4.537 -5.483 2.157
28 H 3.049 -4.653 1.620
29 H 4.629 -4.150 0.994
30 H 3.039 -2.275 1.731
31 H 3.789 -1.336 3.014
32 H 2.123 -2.031 4.526
33 H 1.803 -3.551 3.756
34 F -1.424 1.353 1.675
35 Be -1.359 -4.825 1.865
36 C 6.657 1.626 -2.473
37 C 5.212 1.863 -2.055
38 C 5.045 0.862 -0.926
39 O 6.325 0.721 -0.312
40 C 7.321 1.341 -1.135
41 H 7.102 2.466 -2.999
42 H 6.720 0.748 -3.118
43 H 5.097 2.881 -1.674
44 H 4.490 1.716 -2.862
45 H 4.740 -0.118 -1.311
46 H 4.317 1.183 -0.179
47 H 7.640 2.265 -0.643
48 H 8.184 0.681 -1.225
49 O -5.921 0.386 0.781
50 H -6.256 -0.238 1.433
51 H -5.119 0.739 1.184
52 C -4.299 1.937 5.867
53 O -5.386 1.438 5.484
54 O -3.305 1.876 4.938
55 O -4.054 2.450 6.956
56 H -3.848 1.426 4.262
57 C 4.544 3.944 -5.732
58 C 5.625 2.978 -5.574
59 N 6.436 2.205 -5.451
60 H 3.913 3.935 -4.844
61 H 4.949 4.944 -5.870
62 H 3.944 3.678 -6.602
63 C -4.492 -1.096 -1.382
64 C -3.510 -0.581 -0.543
65 C -2.803 0.561 -0.903
66 C -3.084 1.190 -2.110
67 C -4.067 0.652 -2.966
68 C -4.768 -0.487 -2.591
69 C -4.363 1.273 -4.264
70 O -5.202 0.837 -5.023
71 C -3.596 2.499 -4.663
72 C -3.845 3.075 -5.907
73 C -3.158 4.230 -6.297
74 C -2.221 4.810 -5.431
75 C -1.971 4.226 -4.188
76 C -2.653 3.067 -3.806
77 C -2.359 2.431 -2.473
78 O -1.550 2.949 -1.743
79 H -5.043 -1.979 -1.087
80 H -3.295 -1.061 0.391
81 H -2.048 0.964 -0.237
82 H -5.532 -0.892 -3.240
83 H -4.573 2.622 -6.577
84 H -3.352 4.674 -7.270
85 H -1.691 5.707 -5.725
86 H -1.248 4.670 -3.514
87 Ca -1.599 2.189 -7.078
88 F 5.341 -0.847 3.581

---

2.
Formula: C5H9NO
Source: the OMol25 dataset
Level of theory: ωB97M-V/def2-TZVPD

Calculated values
E_LUMO (alpha / beta) = -0.3 / -0.1 eV
HOMO-LUMO gap (alpha / beta) = 0.2938 / 0.3019 Eh
F_max = 0.0254 Eh/bohr

Atoms and positions in Å:
1 C 1.038 -1.192 0.045
2 C 0.582 0.063 0.463
3 O 1.547 0.873 1.058
4 C -0.201 0.723 -0.767
5 N -1.386 1.043 -0.030
6 C -2.017 -0.227 0.343
7 C -0.826 0.258 1.084
8 H 2.107 -1.331 -0.089
9 H 1.864 -0.116 -1.739
10 H 0.388 -2.042 -0.114
11 H 1.446 1.747 0.650
12 H -0.369 0.147 -1.688
13 H 1.632 0.603 -1.795
14 H -1.949 -1.042 -0.375
15 H -2.978 -0.117 0.842
16 H -0.878 0.609 2.113

---

3.
Formula: C2H10NS
Source: the OMol25 dataset
Level of theory: ωB97M-V/def2-TZVPD

Calculated values
E_LUMO = -3.5 eV
HOMO-LUMO gap = 0.3876 Eh
Total charge = +1
F_max = 0.0185 Eh/bohr

Atoms and positions in Å:
1 N -2.090 -1.716 1.269
2 H -2.577 -1.908 0.418
3 H -2.736 -1.236 1.888
4 H -1.936 -2.635 1.670
5 H -0.265 -0.010 -1.514
6 C 1.603 1.603 -1.546
7 S 0.996 -0.021 -1.056
8 C 0.548 0.067 0.661
9 H 2.625 1.665 -1.185
10 H 0.964 2.350 -1.081
11 H 1.570 1.691 -2.629
12 H 1.372 -0.089 1.353
13 H 0.087 1.009 0.949
14 H -0.160 -0.769 0.804

---

4.
Formula: C4H9NO
Source: the OMol25 dataset
Level of theory: ωB97M-V/def2-TZVPD

Calculated values
E_LUMO = 1.1 eV
HOMO-LUMO gap = 0.3993 Eh
F_max = 0.1340 Eh/bohr
SMILES = CC/N=C/CO

Atoms and positions in Å:
1 C 1.141 0.668 1.631
2 C 1.353 -0.271 0.413
3 N 0.052 -0.682 -0.060
4 C -0.261 -0.108 -1.050
5 C -1.673 -0.043 -1.314
6 O -2.408 -0.613 -0.268
7 H 0.989 1.739 1.412
8 H 0.297 0.353 2.221
9 H 2.038 0.564 2.196
10 H 2.047 0.187 -0.286
11 H 1.585 -1.484 0.335
12 H 0.436 0.269 -1.859
13 H -1.862 -0.555 -2.249
14 H -1.972 1.009 -1.445
15 H -1.762 -1.032 0.323

---

5.
Formula: C5H8O
Source: the OMol25 dataset
Level of theory: ωB97M-V/def2-TZVPD

Calculated values
E_LUMO = 1.1 eV
HOMO-LUMO gap = 0.3867 Eh
F_max = 0.0150 Eh/bohr
SMILES = C/C=C/CC=O

Atoms and positions in Å:
1 C 1.997 -0.907 -0.176
2 C 0.797 -0.051 -0.049
3 C -0.404 -0.494 -0.436
4 C -1.657 0.081 0.143
5 C -1.328 1.521 0.406
6 O -1.371 2.099 1.461
7 H 2.586 -0.947 0.751
8 H 1.637 -1.902 -0.413
9 H 2.645 -0.526 -0.954
10 H 1.002 0.940 0.364
11 H -0.501 -1.365 -1.087
12 H -2.520 0.044 -0.522
13 H -1.917 -0.497 1.040
14 H -0.966 2.004 -0.529

---

6.
Formula: C5H8N2
Source: the OMol25 dataset
Level of theory: ωB97M-V/def2-TZVPD

Calculated values
E_LUMO = -1.4 eV
HOMO-LUMO gap = 0.2189 Eh
F_max = 0.0345 Eh/bohr

Atoms and positions in Å:
1 C -0.174 -1.801 0.798
2 C -1.145 -1.719 -0.231
3 C -0.670 -0.241 0.268
4 C 0.226 0.335 -0.669
5 N 2.021 1.968 -0.989
6 C 1.167 1.340 -0.275
7 N -1.435 0.277 1.188
8 H 0.861 -2.052 0.619
9 H 1.835 1.845 -1.984
10 H -0.509 -1.787 1.822
11 H -0.943 -1.934 -1.270
12 H -2.134 -1.997 0.102
13 H 0.120 0.077 -1.717
14 H 1.236 1.492 0.808
15 H -1.403 1.295 1.214

---

7.
Formula: C9H14
Source: the OMol25 dataset
Level of theory: ωB97M-V/def2-TZVPD

Calculated values
E_LUMO = 1.0 eV
HOMO-LUMO gap = 0.3697 Eh
F_max = 0.0312 Eh/bohr
SMILES = Cc1ccccc1.CC

Atoms and positions in Å:
1 C -1.856 -1.158 1.061
2 C -0.578 -0.385 1.272
3 C 0.093 0.302 0.269
4 C 1.322 0.912 0.521
5 C 1.980 0.693 1.712
6 C 1.334 -0.041 2.710
7 C 0.045 -0.503 2.513
8 H -1.583 -2.147 0.700
9 H -2.502 -0.705 0.309
10 H -2.481 -1.167 1.953
11 H -0.385 0.461 -0.671
12 H 1.753 1.435 -0.327
13 H 2.943 1.143 1.916
14 H 1.923 -0.240 3.599
15 H -0.463 -0.996 3.331
16 C -1.092 -0.453 -3.727
17 C -0.371 0.802 -4.210
18 H -1.697 -0.982 -4.457
19 H -0.354 -1.095 -3.228
20 H -1.788 -0.250 -2.909
21 H 0.284 1.204 -3.438
22 H -1.113 1.600 -4.359
23 H 0.075 0.658 -5.194

---

8.
Formula: C3H5NO2
Source: the OMol25 dataset
Level of theory: ωB97M-V/def2-TZVPD

Calculated values
E_LUMO = 0.8 eV
HOMO-LUMO gap = 0.3848 Eh
F_max = 0.0110 Eh/bohr
SMILES = [H]/N=C/OCC=O

Atoms and positions in Å:
1 H 0.020 -2.021 -1.902
2 N -0.247 -1.407 -1.136
3 C -0.041 -0.204 -1.450
4 O -0.291 0.841 -0.634
5 C -0.609 0.522 0.724
6 C 0.721 0.398 1.465
7 O 1.390 -0.604 1.472
8 H 0.345 0.183 -2.397
9 H -1.188 -0.405 0.795
10 H -1.178 1.382 1.089
11 H 1.080 1.315 1.974

---

9.
Formula: C8H14BN
Source: the OMol25 dataset
Level of theory: ωB97M-V/def2-TZVPD

Calculated values
E_LUMO = 0.7 eV
HOMO-LUMO gap = 0.3303 Eh
F_max = 0.0137 Eh/bohr
SMILES = C=C=C(C)[C@@H]1CB1N(C)C

Atoms and positions in Å:
1 C 1.176 -2.683 0.841
2 C 1.519 -1.563 0.288
3 C 1.887 -0.402 -0.182
4 C 3.209 -0.265 -0.900
5 C 1.056 0.840 -0.143
6 C 0.626 1.503 1.210
7 B -0.434 0.916 0.267
8 N -1.728 0.585 -0.030
9 C -2.863 0.867 0.824
10 C -2.105 -0.106 -1.246
11 H 1.430 -2.906 1.868
12 H 0.634 -3.453 0.312
13 H 3.819 -1.157 -0.775
14 H 3.755 0.596 -0.514
15 H 3.040 -0.106 -1.967
16 H 1.443 1.569 -0.850
17 H 0.923 0.968 2.104
18 H 0.840 2.560 1.292
19 H -3.580 1.513 0.307
20 H -3.374 -0.062 1.096
21 H -2.527 1.362 1.731
22 H -2.848 0.477 -1.799
23 H -1.229 -0.253 -1.872
24 H -2.540 -1.084 -1.014

---

10.
Formula: C2H3N2OP
Source: the OMol25 dataset
Level of theory: ωB97M-V/def2-TZVPD

Calculated values
E_LUMO = -0.8 eV
HOMO-LUMO gap = 0.3005 Eh
F_max = 0.0808 Eh/bohr

Atoms and positions in Å:
1 C 0.150 -1.117 -0.172
2 C -1.045 -0.369 0.167
3 N 1.237 -0.479 -0.398
4 N 1.433 0.795 -0.117
5 O -2.081 -0.809 0.488
6 P -0.766 1.537 0.035
7 H -0.021 -2.174 -0.437
8 H 1.973 1.155 -0.908
9 H -0.880 1.461 1.341